(1)
DFT (ωB97M-V with the def2-TZVPD basis set) results for a molecular structure, C12H46AgF6N21O17S2 at a distorted geometry.

Results
⟨S²⟩ = 0.763
E_HOMO (spin up / spin down) = -10.975 / -10.975 eV

ORCA input file:
```
! RIJCOSX wB97M-V def2-TZVPD def2/J DEFGRID3
* xyz 1 2
Ag 11.923 1.328 -18.996
C 14.589 5.129 -19.134
F 14.226 5.123 -20.413
F 15.730 5.687 -19.054
F 13.634 5.795 -18.379
S 14.663 3.217 -18.566
O 16.105 2.922 -18.379
O 13.907 2.978 -17.333
N 13.900 2.190 -19.786
S 14.946 1.984 -20.918
O 15.867 3.067 -21.119
O 15.593 0.685 -20.766
C 13.735 1.972 -22.483
F 14.448 1.826 -23.565
F 12.787 1.032 -22.290
F 13.061 3.108 -22.566
O 18.773 4.383 -18.466
H 17.879 4.056 -18.364
H 19.046 4.616 -17.578
O 10.515 1.611 -20.713
H 10.471 2.253 -21.422
H 9.603 1.477 -20.454
O 18.826 3.034 -21.296
H 18.709 3.621 -22.044
H 18.182 2.340 -21.433
C 13.424 6.746 -24.054
O 14.162 6.379 -24.962
N 12.879 7.899 -23.992
N 12.967 5.916 -23.173
H 13.014 8.577 -24.728
H 12.355 8.064 -23.144
H 13.313 4.977 -23.309
H 12.439 6.259 -22.383
C 11.577 -0.986 -24.861
O 11.604 -1.985 -25.611
N 10.822 -0.864 -23.850
N 12.316 0.084 -25.082
H 10.614 0.077 -23.547
H 10.242 -1.618 -23.512
H 11.991 0.895 -24.577
H 12.918 0.111 -25.892
C 17.023 -1.006 -17.964
O 17.657 -1.306 -16.936
N 17.549 -0.951 -19.127
N 15.782 -0.611 -18.067
H 17.087 -0.868 -20.022
H 18.483 -1.332 -19.087
H 15.567 -0.097 -18.910
H 15.339 -0.434 -17.177
C 19.061 8.037 -18.265
O 19.881 7.169 -18.039
N 17.826 7.899 -17.876
N 19.308 9.185 -18.884
H 17.607 6.924 -17.733
H 17.285 8.710 -18.141
H 20.162 9.323 -19.404
H 18.552 9.847 -18.985
C 11.047 1.870 -14.336
O 10.187 1.892 -15.183
N 11.107 1.028 -13.294
N 11.953 2.740 -14.357
H 11.931 1.188 -12.731
H 10.434 0.279 -13.228
H 12.376 2.958 -13.465
H 12.000 3.389 -15.129
C 14.449 9.398 -16.223
O 14.163 10.529 -16.495
N 13.773 8.370 -16.402
N 15.583 9.095 -15.741
H 12.792 8.416 -16.638
H 14.234 7.484 -16.252
H 15.870 8.140 -15.578
H 16.253 9.809 -15.494
C 17.826 0.106 -22.876
O 18.320 0.064 -21.735
N 18.201 0.869 -23.842
N 16.908 -0.715 -23.266
H 17.728 0.736 -24.725
H 18.923 1.568 -23.741
H 16.660 -1.429 -22.596
H 16.545 -0.672 -24.208
C 16.661 1.907 -14.239
O 17.275 2.709 -13.658
N 16.539 1.845 -15.536
N 16.051 0.993 -13.574
H 15.907 1.221 -16.017
H 16.915 2.603 -16.087
H 15.438 0.429 -14.146
H 15.828 1.125 -12.598
C 10.369 4.350 -17.740
O 10.812 3.361 -18.295
N 10.087 4.378 -16.465
N 10.314 5.503 -18.296
H 10.026 5.242 -15.945
H 10.091 3.501 -15.965
H 9.592 6.158 -18.032
H 10.811 5.605 -19.169
C 13.520 9.392 -20.087
O 12.902 9.101 -21.078
N 13.326 10.471 -19.329
N 14.499 8.666 -19.589
H 13.828 10.504 -18.453
H 12.694 11.220 -19.572
H 14.871 7.857 -20.065
H 15.074 9.210 -18.961
*
```

***

(2)
DFT (ωB97M-V with the def2-TZVPD basis set) results for a molecular structure, C12H48F3HfN24O12 at a distorted geometry.

Results
E_HOMO = -10.843 eV
ΔE to the lowest compared entry with this formula, charge and spin = 0.00 kcal/mol

ORCA input file:
```
! RIJCOSX wB97M-V def2-TZVPD def2/J DEFGRID3
* xyz 1 1
Hf 1.178 -1.065 -0.410
F -0.961 -1.819 0.157
F 1.947 -2.675 1.126
F 0.087 0.976 -0.495
C -1.685 3.632 -2.543
O -1.716 4.662 -3.120
N -0.579 3.275 -2.037
N -2.678 2.822 -2.488
H -0.296 2.455 -1.519
H 0.191 3.924 -2.123
H -3.510 2.971 -3.042
H -2.581 2.032 -1.866
C -3.577 0.997 0.854
O -4.529 1.357 1.515
N -2.422 1.681 0.739
N -3.319 -0.222 0.464
H -1.595 1.259 0.340
H -2.326 2.499 1.323
H -4.114 -0.844 0.501
H -2.621 -0.383 -0.248
C -4.002 -3.927 -0.844
O -5.001 -4.395 -1.376
N -3.527 -4.342 0.261
N -3.307 -2.952 -1.438
H -2.883 -3.822 0.840
H -4.013 -5.089 0.736
H -3.349 -2.883 -2.444
H -2.581 -2.483 -0.915
C 2.165 3.973 1.504
O 3.133 3.297 1.770
N 0.966 3.525 1.389
N 2.197 5.207 1.164
H 0.256 4.114 0.979
H 0.938 2.524 1.524
H 3.069 5.677 1.361
H 1.561 5.624 0.500
C 0.607 -4.279 -1.952
O 1.047 -3.157 -1.712
N -0.376 -4.800 -1.269
N 0.801 -5.003 -3.056
H -0.821 -4.164 -0.622
H -0.450 -5.806 -1.315
H 0.116 -5.697 -3.318
H 1.352 -4.602 -3.802
C 4.229 0.344 0.541
O 2.989 0.086 0.578
N 4.812 1.263 -0.069
N 5.139 -0.419 1.022
H 4.302 2.084 -0.361
H 5.819 1.216 -0.119
H 4.757 -1.092 1.671
H 6.050 0.015 0.984
C -2.821 -1.385 4.262
O -3.195 -1.047 5.376
N -1.662 -1.858 3.922
N -3.669 -1.499 3.243
H -0.931 -1.551 4.547
H -1.513 -2.106 2.955
H -3.306 -1.799 2.350
H -4.504 -0.932 3.252
C -2.310 4.131 3.418
O -1.666 3.625 2.467
N -3.450 3.694 3.903
N -1.833 5.149 4.206
H -3.879 4.064 4.739
H -3.797 2.906 3.375
H -2.363 5.596 4.940
H -0.858 5.401 4.136
C -1.150 -1.398 -3.315
O -0.105 -1.088 -2.730
N -1.116 -2.357 -4.148
N -2.234 -0.664 -3.181
H -1.936 -2.345 -4.739
H -0.195 -2.666 -4.423
H -2.308 0.087 -2.509
H -3.024 -1.065 -3.666
C 4.059 -2.718 -1.521
O 3.237 -1.955 -1.127
N 4.140 -3.257 -2.688
N 5.108 -3.126 -0.792
H 4.925 -3.893 -2.701
H 3.638 -2.943 -3.506
H 5.880 -3.602 -1.235
H 5.074 -3.058 0.215
C 0.625 0.282 3.019
O 0.755 -0.300 1.939
N 1.518 0.252 3.959
N -0.388 1.065 3.238
H 1.430 0.973 4.661
H 2.471 -0.039 3.794
H -0.469 1.615 4.081
H -1.077 1.211 2.515
C 2.568 0.978 -2.925
O 2.170 0.144 -2.174
N 3.839 1.239 -3.146
N 1.805 1.814 -3.514
H 3.972 1.825 -3.958
H 4.553 0.643 -2.751
H 0.810 1.716 -3.372
H 2.297 2.669 -3.733
*
```

***

(3)
DFT (ωB97M-V with the def2-TZVPD basis set) results for a molecular structure, C12H6Br2F6GdN3O8S3 at a distorted geometry.

Results
⟨S²⟩ = 15.845
E_HOMO (spin up / spin down) = -9.937 / -9.973 eV
ΔE to the lowest compared entry with this formula, charge and spin = 0.00 kcal/mol

ORCA input file:
```
! RIJCOSX wB97M-V def2-TZVPD def2/J DEFGRID3
* xyz 0 8
Gd 0.096 -0.024 -0.464
O 3.955 -0.206 0.490
S 2.552 -0.186 0.264
O 1.916 1.201 0.226
O 1.675 -0.948 1.196
O 2.126 -0.737 -1.118
Br -2.669 4.012 4.833
C -1.928 2.936 3.481
C -1.231 3.515 2.435
C -0.727 2.671 1.462
N -0.880 1.350 1.498
C -1.520 0.792 2.527
C -2.079 1.562 3.541
C -1.564 -0.699 2.544
C -1.956 -1.394 3.681
C -1.888 -2.776 3.668
Br -2.397 -3.746 5.195
C -1.428 -3.431 2.541
C -1.070 -2.656 1.453
N -1.144 -1.328 1.440
H -1.082 4.582 2.369
H -0.172 3.071 0.621
H -2.625 1.116 4.357
H -2.281 -0.880 4.571
H -1.339 -4.506 2.503
H -0.692 -3.130 0.556
F -0.045 3.606 -2.792
C 0.147 2.368 -3.242
F 0.427 2.402 -4.531
F 1.163 1.822 -2.574
S -1.408 1.418 -2.911
O -1.520 1.510 -1.439
O -2.441 1.982 -3.698
N -0.878 -0.050 -3.261
S -1.731 -1.332 -2.810
O -1.223 -1.784 -1.511
O -3.139 -1.255 -2.985
C -1.099 -2.604 -3.994
F -1.592 -3.778 -3.605
F -1.531 -2.324 -5.216
F 0.224 -2.650 -3.980
*
```

***

(4)
DFT (ωB97M-V with the def2-TZVPD basis set) results for a molecular structure, C12H6CeN2O5 at a distorted geometry.

Results
⟨S²⟩ = 0.751
E_HOMO (spin up / spin down) = -18.596 / -18.598 eV

ORCA input file:
```
! RIJCOSX wB97M-V def2-TZVPD def2/J DEFGRID3
* xyz 3 2
O -0.009 -0.340 -6.270
C -0.011 -0.343 -5.123
Ce -0.026 -0.386 -2.017
O 2.142 -3.306 -2.466
C 1.461 -2.373 -2.358
C -1.515 1.625 -2.341
O -2.185 2.569 -2.434
C -1.944 -1.963 -2.382
O -2.824 -2.704 -2.503
C 1.910 1.204 -2.347
O 2.792 1.948 -2.452
N -0.128 -1.733 2.144
C -0.128 -1.878 0.813
N -0.041 -0.656 0.224
C 0.017 0.304 1.264
C 0.118 1.698 1.188
C 0.161 2.382 2.406
C 0.107 1.697 3.633
C 0.006 0.293 3.684
C -0.037 -0.367 2.466
H -0.183 -2.489 2.812
H -0.188 -2.821 0.272
H 0.159 2.164 0.204
H 0.239 3.469 2.409
H 0.145 2.277 4.558
H -0.038 -0.272 4.616
*
```

***

(5)
DFT (ωB97M-V with the def2-TZVPD basis set) results for a molecular structure, C12H7F5NO5SV.

Results
⟨S²⟩ = 2.010
E_HOMO (spin up / spin down) = -9.625 / -9.694 eV
ΔE to the lowest compared entry with this formula, charge and spin = 0.00 kcal/mol

ORCA input file:
```
! RIJCOSX wB97M-V def2-TZVPD def2/J DEFGRID3
* xyz 0 3
V 1.335 1.915 -0.240
O 3.854 4.394 -0.897
S 3.567 3.167 -0.241
O 4.601 2.504 0.497
O 2.923 2.126 -1.236
O 2.296 3.282 0.664
F -3.276 -2.217 -2.282
C -2.610 -1.136 -1.881
C -1.229 -1.098 -1.968
F -0.546 -2.134 -2.447
C -0.586 0.038 -1.534
F 0.783 0.125 -1.562
C -1.228 1.147 -1.004
O -0.498 2.166 -0.555
C -2.616 1.086 -0.935
F -3.305 2.104 -0.423
C -3.293 -0.044 -1.367
F -4.620 -0.089 -1.280
N 1.876 0.497 1.235
C 0.918 -0.584 1.320
C 1.215 -1.820 0.772
C 0.242 -2.809 0.761
C -1.014 -2.562 1.296
C -1.297 -1.321 1.852
C -0.333 -0.325 1.862
H 2.810 0.173 0.985
H 1.975 1.000 2.116
H 2.191 -2.007 0.340
H 0.467 -3.773 0.325
H -1.771 -3.334 1.280
H -2.274 -1.123 2.272
H -0.555 0.652 2.277
*
```

***

(6)
DFT (ωB97M-V with the def2-TZVPD basis set) results for a molecular structure, C12H8Br2FIPdSe3Te2.

Results
E_HOMO (spin up / spin down) = -0.860 / -0.920 eV
ΔE to the lowest compared entry with this formula, charge and spin = 70.48 kcal/mol

ORCA input file:
```
! RIJCOSX wB97M-V def2-TZVPD def2/J DEFGRID3
* xyz -2 1
Pd 1.601 0.176 -0.004
Se -1.238 0.305 -0.130
Te -2.459 2.169 0.909
Te -0.245 3.740 -1.705
Se 0.216 1.408 -1.783
Br 1.878 2.115 1.690
Se 3.811 -0.442 -0.176
F 0.391 -4.868 -3.304
C 0.710 -3.747 -2.587
C 1.379 -2.721 -3.220
C 1.707 -1.590 -2.487
C 1.362 -1.458 -1.142
C 0.678 -2.524 -0.550
C 0.353 -3.676 -1.259
H 1.642 -2.816 -4.266
H 2.260 -0.788 -2.970
H 0.379 -2.463 0.492
H -0.173 -4.498 -0.792
Br 1.302 -1.789 6.844
C 0.212 -0.513 5.945
C -0.555 0.328 6.738
C -1.382 1.267 6.139
C -1.441 1.355 4.756
C -0.664 0.521 3.974
C 0.171 -0.421 4.560
I 1.303 -1.613 3.281
H -0.498 0.241 7.815
H -1.977 1.927 6.757
H -2.073 2.080 4.260
H -0.699 0.619 2.895
*
```